22
Properties=species:S:1:pos:R:3:forces:R:3:nbo_charge:R:1 method="wB97M-V/def2-TZVPD" smiles="N=[P@@](N)(S)Cc1ccccc1" lumo_ev=0.42 molar_mass_g_mol=186.2 energy_ev=-30541.209 homo_lumo_gap_ev=9.269 total_charge=0
C 0.225 1.688 2.563 0.0 0.1 0.1 -0.216
C 0.289 2.295 1.321 0.0 0.0 0.0 -0.199
C 0.465 0.329 2.677 0.0 -0.1 0.0 -0.191
C 0.583 1.546 0.194 0.1 0.1 0.0 -0.237
C 0.766 -0.418 1.553 0.1 0.1 -0.1 -0.233
C 0.826 0.185 0.303 0.3 0.2 0.3 0.070
C 1.083 -0.631 -0.926 -0.5 -0.1 -0.1 -0.798
N -0.761 0.460 -2.673 0.0 -0.3 0.3 -1.273
N -1.753 -1.172 -0.035 1.9 0.8 -3.0 -1.063
P -0.517 -0.788 -1.796 -1.5 -0.9 2.5 1.634
S -0.560 -2.704 -2.752 -0.2 0.3 0.4 -0.321
H -0.016 2.271 3.439 0.0 0.0 0.1 0.212
H 0.101 3.354 1.224 0.0 0.1 0.0 0.213
H 0.407 -0.152 3.643 0.0 0.0 0.1 0.210
H 0.611 2.019 -0.778 0.0 0.0 -0.1 0.227
H 0.948 -1.479 1.643 0.0 -0.1 0.0 0.202
H 1.757 -0.129 -1.623 0.0 -0.1 0.0 0.264
H 1.459 -1.627 -0.682 -0.1 0.1 -0.1 0.250
H -1.604 0.495 -3.229 -0.1 0.0 -0.1 0.390
H -1.450 -2.097 0.269 -0.1 -0.1 -0.1 0.345
H -2.688 -1.279 -0.427 0.1 -0.1 -0.1 0.355
H -0.170 -2.167 -3.909 0.1 0.1 -0.2 0.157